No. 1
21
Properties=species:S:1:pos:R:3 method="wB97M-V/def2-TZVPD" charge=+1 total_energy_ev=-22251.007 homo_lumo_gap_ev="5.700 / 5.698" smiles="CCC/N=C(/C=[N+]=S)OC"
C 2.5054 1.4159 1.7255
C 1.4194 0.8567 0.8922
C -2.1593 0.0597 -1.7937
C 1.8807 -1.3160 1.9965
C -0.8497 0.0314 -0.9247
C -0.3417 1.4744 -0.6935
N 3.1067 2.5222 1.6851
N 0.8575 1.5601 0.0137
O 1.1929 -0.4539 1.1295
S 3.8210 3.8418 1.5175
H 2.5742 0.7727 2.4999
H -2.1228 0.8895 -2.4138
H -3.0905 0.2422 -1.3237
H -2.2725 -0.7328 -2.5249
H 3.0306 -1.0711 1.7418
H 1.6717 -2.4409 1.6597
H 1.7411 -1.0416 2.9774
H -1.2153 -0.5132 -0.0547
H -0.0096 -0.4707 -1.3405
H -1.1839 2.0257 -0.3013
H -0.2878 1.8555 -1.6316

No. 2
49
Properties=species:S:1:pos:R:3 method="wB97M-V/def2-TZVPD" total_energy_ev=-121348.506 homo_lumo_gap_ev=8.531 smiles="Cc1ccc(NC(=O)CN2CCCN(S(=O)(=O)c3ccc(Br)s3)CC2)cc1"
C -4.7478 -4.9094 0.5529
C -4.1485 -3.5610 0.2921
C -3.0763 -3.0914 1.0389
C -2.5248 -1.8504 0.7849
C -3.0373 -1.0453 -0.2287
C -4.1120 -1.5065 -0.9833
C -4.6523 -2.7494 -0.7184
H -5.4869 -3.0979 -1.3093
H -4.5126 -0.8879 -1.7688
N -2.4443 0.2004 -0.4392
C -2.6908 1.1331 -1.3901
O -3.5387 1.0752 -2.2520
C -1.7607 2.3432 -1.2301
N -0.5089 1.9553 -0.6078
C 0.3628 1.2536 -1.5372
H 0.9531 1.9563 -2.1434
H -0.2501 0.6470 -2.2081
C 1.3269 0.3161 -0.7999
N 2.0611 0.9298 0.2820
S 3.3434 1.9035 -0.1160
O 3.5076 2.9220 0.8734
O 3.2965 2.2560 -1.5028
C 4.6840 0.7559 0.0915
C 5.5483 0.6663 1.1388
C 6.4684 -0.3934 1.0022
C 6.2671 -1.0831 -0.1557
S 4.9585 -0.4486 -1.1006
Br 7.2373 -2.5655 -0.7472
H 7.2366 -0.6322 1.7146
H 5.5215 1.3515 1.9654
C 1.3589 1.2213 1.5108
C 0.5991 2.5586 1.5162
H 1.2392 3.3334 1.9371
H -0.2868 2.4563 2.1452
C 0.1915 3.0112 0.1110
H -0.4506 3.8901 0.2078
H 1.0935 3.3209 -0.4332
H 2.1062 1.2250 2.3071
H 0.6733 0.3890 1.6872
H 2.0619 -0.0580 -1.5159
H 0.7799 -0.5358 -0.3842
H -1.6369 2.8176 -2.2143
H -2.2827 3.0515 -0.5804
H -1.6610 0.4398 0.1629
H -1.6918 -1.4975 1.3785
H -2.6663 -3.7023 1.8306
H -4.5359 -5.5828 -0.2775
H -4.3434 -5.3471 1.4621
H -5.8295 -4.8344 0.6509

No. 3
108
Properties=species:S:1:pos:R:3 method="wB97M-V/def2-TZVPD" total_energy_ev=-83008.576 homo_lumo_gap_ev="5.293 / 5.294"
Be -0.1159 0.5699 0.3167
C -1.1060 9.8289 -2.5033
O -1.4589 8.6922 -3.2722
C -1.2797 7.4738 -2.6964
C -1.4615 6.3695 -3.5244
C -1.2789 5.0925 -3.0291
C -0.9107 4.8790 -1.6969
C -0.7682 5.9919 -0.8764
C -0.9451 7.2835 -1.3627
C -0.7056 3.5152 -1.1391
C 0.1982 2.6396 -1.7140
C 0.8748 2.8330 -2.9728
C 1.3380 1.6193 -3.3509
C 1.0386 0.7063 -2.2724
N 0.3893 1.3453 -1.2738
C 1.5329 -0.6128 -2.1917
C 1.9909 -0.9984 -0.9112
C 3.2269 -1.6953 -0.6365
C 3.4607 -1.5651 0.6921
C 2.3179 -0.8843 1.2466
C 1.9996 -0.7640 2.5906
C 2.9765 -1.0770 3.6663
C 3.1933 -0.1265 4.6767
C 4.0985 -0.3484 5.6943
C 4.8207 -1.5389 5.7397
O 5.6860 -1.6763 6.7750
C 6.4540 -2.8632 6.8185
C 4.6205 -2.4957 4.7565
C 3.7006 -2.2595 3.7376
C 0.6947 -0.3773 2.9679
N -0.2320 0.1697 2.1351
C -1.4129 0.1737 2.8314
C -2.5633 0.8408 2.3984
C -3.8746 0.6088 3.0556
C -4.1541 0.9694 4.3736
C -5.3889 0.7051 4.9344
C -6.3769 0.0681 4.1884
O -7.5574 -0.1496 4.8264
C -8.5999 -0.7475 4.0779
C -6.1158 -0.3022 2.8740
C -4.8700 -0.0258 2.3192
C -2.4678 1.7788 1.3758
C -3.3699 2.8829 1.1893
C -2.7717 3.7182 0.3031
C -1.5447 3.0781 -0.1002
N -1.3795 1.9059 0.5647
C -1.2370 -0.4500 4.1115
C 0.0887 -0.7417 4.2190
N 1.4632 -0.5055 0.2348
C 1.5395 -1.5112 -3.3625
C 2.0848 -2.8097 -3.3215
C 1.8551 -3.7331 -4.3200
C 1.0567 -3.4094 -5.4126
O 0.8153 -4.4029 -6.3018
C -0.1785 -4.1654 -7.2844
C 0.5509 -2.1217 -5.5142
C 0.7841 -1.2018 -4.5014
H -1.1823 10.6830 -3.1699
H -0.0832 9.7507 -2.1266
H -1.7881 9.9730 -1.6607
H -1.7461 6.5343 -4.5564
H -1.4478 4.2381 -3.6732
H -0.5073 5.8471 0.1655
H -0.8192 8.1231 -0.6922
H 0.9777 3.7720 -3.4945
H 1.9076 1.3687 -4.2333
H 3.8898 -2.1182 -1.3757
H 4.3289 -1.8910 1.2419
H 2.6465 0.8080 4.6437
H 4.2642 0.3938 6.4656
H 7.0748 -2.7905 7.7053
H 7.0940 -2.9557 5.9380
H 5.8190 -3.7484 6.8979
H 5.1613 -3.4321 4.7692
H 3.5272 -3.0407 3.0073
H -3.4001 1.4806 4.9609
H -5.6160 0.9875 5.9557
H -9.4555 -0.8094 4.7440
H -8.3301 -1.7542 3.7483
H -8.8642 -0.1418 3.2076
H -6.8613 -0.8082 2.2748
H -4.6560 -0.3190 1.2966
H -4.2999 3.0145 1.7227
H -3.1338 4.6631 -0.0710
H -2.0127 -0.6045 4.8454
H 0.5999 -1.1996 5.0528
H 2.6925 -3.1124 -2.4822
H 2.2684 -4.7338 -4.2644
H -0.3940 -5.1280 -7.7382
H 0.1769 -3.4765 -8.0542
H -1.0910 -3.7662 -6.8370
H -0.0589 -1.8254 -6.3570
H 0.3202 -0.2288 -4.5760
S -1.6265 -1.0747 -0.5987
C -0.8810 -2.4575 0.0638
N -0.8834 -2.7023 1.3749
C -0.0755 -3.7389 2.0079
C 0.0176 -4.9283 1.0693
C 0.5526 -4.4398 -0.2642
N -0.2907 -3.3499 -0.7416
H -1.2789 -1.9745 1.9498
H -0.5493 -4.0125 2.9482
H 0.9225 -3.3513 2.2356
H -0.9783 -5.3532 0.9283
H 0.6682 -5.6965 1.4857
H 0.5417 -5.2357 -1.0079
H 1.5852 -4.0926 -0.1505
H -0.2278 -3.0774 -1.7095

No. 4
10
Properties=species:S:1:pos:R:3 method="wB97M-V/def2-TZVPD" total_energy_ev=-7188.282 homo_lumo_gap_ev=10.528
N -0.6076 0.5314 1.2400
C 0.1963 -0.2110 0.4034
C -0.3896 -0.5754 -0.8713
C -0.9186 -0.9177 -1.8954
C 1.5145 1.0434 -0.3171
N 2.1380 0.3142 0.3878
H -0.9885 1.3659 0.8125
H -0.1941 0.7233 2.1430
H 0.6371 -1.0654 0.9071
H -1.3874 -1.2087 -2.8099